No. 1
C8H17NO | the ωB97M-V functional and the def2-TZVPD basis

```
! wB97M-V def2-TZVPD RIJCOSX def2/J DEFGRID3
* xyz 0 1
C 0.224 1.756 0.536
C 0.473 1.490 2.022
N -1.208 1.595 0.256
C 1.098 0.914 -0.357
C 0.935 0.806 -1.739
H 0.542 2.798 0.337
H -1.386 1.365 -0.714
H -1.719 2.440 0.482
H 2.074 0.695 0.050
H 0.167 0.477 2.275
H -0.111 2.178 2.634
H 1.528 1.619 2.273
H 0.239 1.493 -2.216
H 1.833 0.645 -2.324
C 0.975 -1.577 0.266
C -1.807 -1.627 0.641
C -0.866 -1.495 -0.490
C -0.831 -1.311 -1.743
O 1.883 -1.871 -0.735
H 1.387 -2.226 -1.488
H 0.595 -2.475 0.758
H 1.460 -1.021 1.060
H -1.950 -0.641 1.089
H -1.435 -2.308 1.408
H -2.773 -1.991 0.286
H 0.185 -0.356 -2.000
H -1.513 -1.373 -2.570
*
```

Relative energy (zero: lowest compared OMol25 entry of this formula, charge and spin) in kcal/mol: 161.7
HOMO-LUMO gap in eV: 8.55
Lowest unoccupied orbital energy in eV: 0.60
HOMO energy in eV: -7.942
Total energy in hartree: -444.7902

These are the natural (NBO) partial charges, in e, on atoms 1 to 8: -0.1115, -0.6030, -0.8455, -0.0668, -0.6094, 0.1831, 0.3679, 0.3624

No. 2
C23H22FeN9S | the ωB97M-V functional and the def2-TZVPD basis

```
! wB97M-V def2-TZVPD RIJCOSX def2/J DEFGRID3
* xyz 2 6
Fe 2.303 9.798 16.336
N 0.662 8.175 20.434
C 1.097 9.013 19.464
S 0.248 10.156 18.580
N 2.420 8.846 19.281
N 2.872 9.681 18.389
C 4.028 10.349 18.568
C 4.142 11.429 17.632
C 5.063 12.475 17.775
C 4.961 13.546 16.944
C 3.907 13.591 15.998
C 3.145 12.480 15.781
N 3.249 11.430 16.614
H -0.360 8.130 20.530
H 1.280 7.536 20.946
H 4.715 9.974 19.351
H 5.758 12.425 18.623
H 5.665 14.383 17.028
H 3.702 14.503 15.447
H 2.532 12.379 14.895
C 2.952 6.678 16.325
N 1.834 7.612 16.563
C 0.614 7.387 15.731
C 0.199 8.688 15.067
N 0.889 9.818 15.020
C 0.172 10.735 14.207
C 0.359 12.065 13.808
C -0.568 12.648 12.917
C -1.679 11.909 12.473
C -1.908 10.591 12.876
C -1.007 10.028 13.781
N -0.952 8.785 14.365
C 4.013 7.443 15.524
N 3.914 8.760 15.322
C 5.018 9.126 14.515
C 5.374 10.334 13.939
C 6.505 10.356 13.078
C 7.185 9.193 12.763
C 6.825 7.940 13.340
C 5.781 7.947 14.222
N 5.078 6.897 14.879
H 3.366 6.238 17.253
H 2.694 5.830 15.663
H 1.601 7.524 17.544
H 0.843 6.677 14.933
H -0.231 7.017 16.334
H 1.176 12.695 14.150
H -0.388 13.669 12.557
H -2.364 12.422 11.810
H -2.803 10.081 12.445
H -1.657 8.047 14.273
H 4.812 11.245 14.155
H 6.815 11.317 12.666
H 8.066 9.266 12.120
H 7.316 6.998 13.100
H 5.309 5.891 14.904
*
```

Relative energy (zero: lowest compared OMol25 entry of this formula, charge and spin) in kcal/mol: 0.0
HOMO-LUMO gap (spin up / spin down) in eV: 7.13 / 6.07
Lowest unoccupied orbital energy (spin up / spin down) in eV: -6.47 / -7.56
HOMO energy (spin up / spin down) in eV: -13.601 / -13.628
Total energy in hartree: -3043.8717
⟨S²⟩: 8.770

These are the natural (NBO) partial charges, in e, on atoms 1 to 8: 1.7662, -0.7654, 0.2285, -0.1727, -0.4496, -0.2677, -0.0118, 0.2013

No. 3
C23H53FN3O15P4 | the ωB97M-V functional and the def2-TZVPD basis

```
! wB97M-V def2-TZVPD RIJCOSX def2/J DEFGRID3
* xyz -1 1
C -7.320 -3.062 -1.662
N -6.388 -1.950 -1.918
C -6.952 -0.962 -2.855
P -5.632 0.179 -3.608
C -4.539 -1.263 -4.299
C -5.279 -2.454 -4.864
N -5.061 -3.648 -4.483
C -6.435 0.270 -5.363
C -6.995 1.603 -5.778
O -6.498 2.237 -6.694
C -6.613 1.695 -2.847
C -6.490 1.890 -1.358
C -5.907 3.232 -0.889
N -6.871 1.043 -0.492
O -4.545 1.407 -4.245
C -3.540 1.791 -3.373
O -2.327 1.978 -4.100
C -3.454 0.729 -2.216
F -2.292 -0.028 -2.601
P -2.904 1.368 -0.534
O -3.900 1.240 0.520
O -1.651 0.439 -0.088
O -2.295 2.868 -0.704
O -4.570 0.041 -2.157
H -8.212 -3.039 -2.292
H -7.678 -3.007 -0.621
H -6.815 -4.032 -1.734
H -6.273 -1.499 -1.019
H -7.497 -1.528 -3.618
H -7.725 -0.391 -2.321
H -3.903 -1.665 -3.512
H -3.844 -0.842 -5.035
H -6.014 -2.375 -5.670
H -4.351 -3.651 -3.749
H -7.214 -0.483 -5.535
H -5.640 0.057 -6.079
H -7.857 2.083 -5.270
H -6.243 2.619 -3.305
H -7.680 1.666 -3.095
H -5.892 3.298 0.200
H -6.615 4.000 -1.230
H -4.903 3.413 -1.273
H -6.687 1.384 0.446
H -3.823 2.817 -3.077
H -2.300 2.915 -4.297
H -0.904 0.578 -0.686
H -1.421 2.762 -1.105
O 1.547 2.267 0.799
P 2.394 3.186 1.606
O 2.861 2.308 2.892
C 3.765 1.218 2.704
C 5.195 1.707 2.553
O 1.237 4.118 2.305
C -0.036 4.296 1.673
C -1.093 3.467 2.365
O 3.515 4.353 1.856
C 3.288 5.674 1.328
C 3.060 6.632 2.475
H 3.464 0.621 1.838
H 3.688 0.585 3.588
H 5.319 2.269 1.625
H 5.890 0.866 2.540
H 5.459 2.376 3.372
H 0.018 4.058 0.611
H -0.290 5.357 1.752
H -0.826 2.410 2.380
H -2.054 3.574 1.863
H -1.202 3.783 3.404
H 2.449 5.684 0.630
H 4.183 5.965 0.776
H 2.140 6.396 3.006
H 2.997 7.659 2.112
H 3.872 6.559 3.200
O 7.157 -2.563 1.715
P 7.518 -3.770 2.507
O 7.792 -4.931 1.402
C 8.933 -4.828 0.549
C 10.206 -5.246 1.262
O 6.032 -4.230 3.036
C 4.975 -3.279 3.186
C 3.986 -3.420 2.047
O 8.232 -4.600 3.720
C 7.871 -4.310 5.086
C 7.126 -5.492 5.662
H 9.020 -3.809 0.160
H 8.750 -5.490 -0.297
H 10.458 -4.541 2.058
H 11.043 -5.287 0.563
H 10.082 -6.224 1.726
H 5.363 -2.262 3.252
H 4.474 -3.493 4.134
H 4.472 -3.302 1.079
H 3.188 -2.680 2.127
H 3.541 -4.416 2.058
H 7.280 -3.396 5.154
H 8.797 -4.150 5.642
H 6.171 -5.636 5.160
H 6.939 -5.347 6.726
H 7.699 -6.410 5.522
*
```

HOMO-LUMO gap in eV: 6.09
Lowest unoccupied orbital energy in eV: 1.21
HOMO energy in eV: -4.885
Total energy in hartree: -3666.4907

These are the Löwdin partial charges, in e, on atoms 1 to 8: -0.1457, -0.1399, -0.2955, 0.7179, -0.2104, -0.3093, 0.0572, -0.2099

No. 4
C5H8O | the ωB97M-V functional and the def2-TZVPD basis

```
! wB97M-V def2-TZVPD RIJCOSX def2/J DEFGRID3
* xyz 0 1
C 2.614 0.500 -0.419
C 1.398 -0.294 -0.263
C 0.249 -0.652 -0.345
C -1.192 -0.571 -0.594
C -1.990 -0.160 0.663
O -1.271 0.651 1.559
H 2.280 1.438 -0.877
H 3.100 0.740 0.531
H 3.339 0.028 -1.090
H -1.274 0.215 -1.353
H -1.604 -1.486 -1.031
H -2.850 0.437 0.346
H -2.378 -1.063 1.156
H -0.419 0.218 1.716
*
```

Relative energy (zero: lowest compared OMol25 entry of this formula, charge and spin) in kcal/mol: 53.0
HOMO-LUMO gap in eV: 10.44
SMILES: CC#CCCO
Lowest unoccupied orbital energy in eV: 0.96
HOMO energy in eV: -9.480
Total energy in hartree: -270.4734

These are the natural (NBO) partial charges, in e, on atoms 1 to 8: -0.6821, 0.0093, -0.0474, -0.4961, -0.0472, -0.7110, 0.2356, 0.2338

No. 5
ClFHN2O | the ωB97M-V functional and the def2-TZVPD basis

```
! wB97M-V def2-TZVPD RIJCOSX def2/J DEFGRID3
* xyz -1 1
N -1.708 -0.100 -0.553
N 1.341 0.493 0.311
O -0.743 -0.679 -0.189
F -2.738 -0.033 0.751
Cl 2.461 -0.692 0.293
H 1.386 1.012 -0.613
*
```

Relative energy (zero: lowest compared OMol25 entry of this formula, charge and spin) in kcal/mol: 114.9
HOMO-LUMO gap (spin up / spin down) in eV: 7.93 / 5.73
Lowest unoccupied orbital energy (spin up / spin down) in eV: 3.97 / 3.66
HOMO energy (spin up / spin down) in eV: -3.964 / -2.068
Total energy in hartree: -745.2698

Here is what natural (NBO) gives for the atomic charges, in e: 0.2765, -0.7791, -0.2625, -0.5624, 0.0357, 0.2918

No. 6
C2H2FNS | the ωB97M-V functional and the def2-TZVPD basis

```
! wB97M-V def2-TZVPD RIJCOSX def2/J DEFGRID3
* xyz 0 1
C -0.835 0.707 -0.949
C 0.098 -0.236 -0.620
N -1.640 1.510 -1.214
F 1.223 -1.160 2.125
S 0.339 0.171 1.960
H 1.133 0.179 -0.823
H -0.317 -1.171 -0.479
*
```

Relative energy (zero: lowest compared OMol25 entry of this formula, charge and spin) in kcal/mol: 46.8
HOMO-LUMO gap (spin up / spin down) in eV: 7.29 / 7.29
Lowest unoccupied orbital energy (spin up / spin down) in eV: -2.39 / -2.39
HOMO energy (spin up / spin down) in eV: -9.685 / -9.685
Total energy in hartree: -630.0818

Here is what natural (NBO) gives for the atomic charges, in e: 0.1756, -0.4061, -0.2489, -0.4844, 0.4289, 0.2817, 0.2532